[1]
Density functional theory data (ωB97M-V/def2-TZVPD) for a cluster of 2 separate species, C5H5NS2 in total at a distorted geometry.

Geometry as XYZ:
```
13
Properties=species:S:1:pos:R:3:forces:R:3
C 2.139 1.742 -0.341 -1.88 -1.72 -0.24
C 2.572 -0.467 0.513 1.63 -1.48 0.42
C 1.027 0.893 -0.193 0.60 -0.21 -0.11
C -0.351 1.338 -0.381 -1.17 -2.26 1.33
C -1.809 -0.073 0.833 2.10 3.42 -2.03
N 1.323 -0.444 0.245 -0.35 2.93 -0.07
S -0.912 2.629 -1.088 -0.18 0.43 -0.26
S 3.542 0.973 0.153 -0.15 -1.29 0.46
H 2.155 2.626 -0.932 -0.16 0.78 0.21
H 3.032 -1.400 0.931 -0.18 1.17 -0.48
H -2.447 -0.455 0.020 0.49 0.05 0.75
H -2.084 0.876 1.338 -0.25 -1.15 -0.16
H -0.914 -0.552 1.198 -0.48 -0.68 0.19
```
Forces are in eV/Å.

The value obtained for the HOMO energy (spin up / spin down) is -7.6 / -7.6 eV. As for the multiplicity: 1. As for the LUMO energy (spin up / spin down): -0.0216 / -0.0216 Ha. The energy above the lowest of the compared OMol25 structures with the same formula, charge and spin comes out at 76.4 kcal/mol.

---

[2]
Density functional theory data (ωB97M-V/def2-TZVPD) for an isolated molecule of C5H5NSi at a distorted geometry.

Geometry as XYZ:
```
12
Properties=species:S:1:pos:R:3:forces:R:3
N -3.276 -0.029 -0.345 -1.76 -0.52 -1.23
C -2.379 0.391 0.213 0.83 0.15 1.41
Si -0.865 0.559 1.271 0.76 -0.72 -0.83
C 0.000 1.511 -0.076 0.19 -0.17 1.63
C 1.080 0.764 -0.448 2.28 1.54 -2.16
C 1.167 -0.530 -0.216 -1.38 -3.80 -0.48
C 0.118 -1.167 0.553 1.41 -1.22 0.77
H 0.054 2.542 -0.369 -0.66 0.40 -0.13
H 1.924 1.007 -1.068 0.14 1.55 -0.31
H 1.982 -1.151 -0.662 -0.39 0.71 0.91
H -0.631 -1.901 0.208 -0.19 1.04 -0.57
H 0.826 -1.997 0.938 -1.23 1.03 0.99
```
Forces are in eV/Å.

The value obtained for the HOMO energy (spin up / spin down) is -8.6 / -8.6 eV. As for the multiplicity: 1. As for the LUMO energy (spin up / spin down): -0.0548 / -0.0548 Ha. The energy above the lowest of the compared OMol25 structures with the same formula, charge and spin comes out at 38.0 kcal/mol. Its SMILES is N#C[Si]1=CC=CC1.

---

[3]
Density functional theory data (ωB97M-V/def2-TZVPD) for a structure of composition C5H5O4Sm at a distorted geometry.

Geometry as XYZ:
```
15
Properties=species:S:1:pos:R:3:forces:R:3
O 1.260 -0.748 -1.677 0.41 0.55 0.17
C 0.105 -1.433 -1.379 -0.55 -0.23 -0.30
C -0.598 -0.909 -0.127 -0.02 0.22 0.45
O 0.004 0.003 0.505 0.58 -0.02 -0.17
C 1.589 3.151 0.984 -1.32 -0.13 -2.36
O 1.105 4.201 0.586 0.71 -0.27 0.48
O 2.146 3.149 2.228 0.40 0.52 2.51
Sm 2.070 0.999 -0.473 -0.88 -0.85 -0.17
H 0.285 -2.514 -1.203 -0.07 0.25 -0.03
H -0.639 -1.388 -2.200 0.20 -0.10 0.18
H 1.816 2.379 2.722 0.33 0.16 -0.48
C -1.844 -1.449 0.373 0.11 -0.23 -0.18
C -2.812 -2.082 -0.361 -0.01 0.12 0.06
H -1.973 -1.270 1.452 -0.01 0.09 -0.29
H -2.513 -2.089 -1.431 0.13 -0.09 0.12
```
Forces are in eV/Å.

Its charge is -1. The value obtained for the HOMO energy (spin up / spin down) is -3.0 / -3.0 eV. As for the multiplicity: 7. The expectation value of S² is 12.008. As for the LUMO energy (spin up / spin down): 0.0627 / 0.0592 Ha.

---

[4]
Density functional theory data (ωB97M-V/def2-TZVPD) for a structure of composition C5H6AgO3 at a distorted geometry.

Geometry as XYZ:
```
15
Properties=species:S:1:pos:R:3:forces:R:3
O -2.850 -2.164 -0.138 -1.33 -0.34 1.52
C -1.884 -1.649 -0.767 1.00 0.91 -1.61
O -1.505 -1.875 -1.911 -0.32 -0.51 0.61
Ag -3.840 -1.713 1.918 0.95 -0.15 -1.53
O -1.245 -0.637 -0.084 -0.18 0.22 1.43
C 0.072 -0.277 -0.457 0.15 -0.03 -0.64
C 0.461 0.973 0.318 -0.23 0.07 0.18
C 1.850 1.440 -0.062 0.51 0.11 0.18
C 2.874 1.502 0.760 -0.53 -0.13 -0.09
H 0.107 -0.074 -1.541 0.06 -0.21 0.33
H 0.769 -1.097 -0.218 -0.20 0.18 -0.18
H 0.400 0.773 1.396 0.05 0.08 -0.21
H -0.262 1.770 0.082 0.15 -0.18 0.08
H 1.982 1.740 -1.110 -0.01 -0.10 0.30
H 3.071 1.289 1.812 -0.06 0.08 -0.38
```
Forces are in eV/Å.

The value obtained for the HOMO energy (spin up / spin down) is -8.7 / -8.9 eV. As for the multiplicity: 2. The expectation value of S² is 0.763. As for the LUMO energy (spin up / spin down): -0.0897 / -0.0897 Ha. The energy above the lowest of the compared OMol25 structures with the same formula, charge and spin comes out at 26.5 kcal/mol.